1.
The following is a quantum chemistry calculation of the molecule C4H3F3S2, from OMol25.

Values from the calculation:
Kohn-Sham gap ... 8.066 eV
Electronic energy ... -1250.11277 hartree
Energy above the lowest of the compared OMol25 structures with the same formula, charge and spin ... 1.608 eV
SMILES string ... FC(F)(F)[C@H]1C(=S)[C@@H]1S

XYZ file:
```
12
Properties=species:S:1:pos:R:3:forces:R:3:lowdin_charge:R:1
F 2.210874 -0.464784 -0.329928 -0.368 0.109 -0.427 0.111
C 1.140408 -1.263639 -0.027791 1.666 1.511 -1.886 -0.650
F 1.560913 -2.012699 0.938371 0.361 -1.728 1.453 0.186
F 0.948098 -2.042007 -1.133384 -0.294 0.363 0.593 0.126
C -0.022105 -0.492024 0.421660 -1.659 2.418 -0.093 -0.106
C -0.019831 1.114871 0.622622 1.206 -2.593 -0.064 -0.735
S 0.412547 2.226851 1.677841 -0.494 -0.358 -0.756 0.790
C -0.676163 0.562657 -0.551396 -0.213 -0.865 0.286 -0.614
S -2.414288 0.927996 -0.835687 -0.308 0.427 0.835 0.764
H -0.551301 -1.181201 1.062837 -0.844 0.624 0.319 0.148
H -0.311981 0.458017 -1.556730 1.267 0.519 -0.034 0.095
H -2.277176 2.165958 -0.288411 -0.321 -0.426 -0.226 -0.114
```
Positions in Å, forces in eV/Å.

=====

2.
The following is a quantum chemistry calculation of a cluster of 2 separate species, C4H3F4N in total, from OMol25.

Values from the calculation:
Kohn-Sham gap ... 8.937 eV
Electronic energy ... -608.25326 hartree
Energy above the lowest of the compared OMol25 structures with the same formula, charge and spin ... 4.493 eV

XYZ file:
```
12
Properties=species:S:1:pos:R:3:forces:R:3:lowdin_charge:R:1
C 2.343527 1.088953 -0.226648 0.076 -3.528 0.350 -0.192
C -0.047422 1.141697 0.142422 -0.094 0.139 -3.103 0.007
C 0.353617 -1.815763 0.258501 0.383 0.691 -1.983 -0.115
C 1.632200 -1.715625 0.099049 2.012 -0.565 0.429 -0.433
N 1.166268 1.330872 -0.008301 0.446 1.064 -0.168 0.050
F 3.230927 1.951420 -0.467463 1.520 2.630 -0.569 0.117
F -0.336298 -1.689541 -0.867264 -1.772 -0.601 -0.881 0.039
F 2.352711 -1.537453 1.178387 1.110 -0.328 0.248 0.129
F 2.320160 -1.921815 -1.001412 -0.133 0.220 0.388 0.161
H -0.703576 1.012799 -0.680304 -0.300 -0.229 -0.954 0.089
H -0.478728 1.235459 1.021651 -1.772 0.301 4.396 0.041
H -0.041537 -1.555560 1.168075 -1.478 0.204 1.848 0.106
```
Positions in Å, forces in eV/Å.

=====

3.
The following is a quantum chemistry calculation of the molecule C4H3FN2O, from OMol25.

Values from the calculation:
Kohn-Sham gap ... 10.471 eV
Electronic energy ... -438.78932 hartree
Energy above the lowest of the compared OMol25 structures with the same formula, charge and spin ... 2.132 eV
SMILES string ... O=Cc1c[nH]nc1F

XYZ file:
```
11
Properties=species:S:1:pos:R:3:forces:R:3:lowdin_charge:R:1
O 1.699218 -2.229552 0.048632 -0.471 0.779 0.188 0.073
C 0.590009 -1.738046 -0.024459 1.577 -0.029 -0.064 -0.241
C 0.147889 -0.384578 0.065007 2.426 3.362 0.001 -0.120
C -1.116348 0.147374 0.011840 2.366 -0.161 0.165 -0.029
N -0.997824 1.503302 0.009877 -1.214 -1.983 -0.140 -0.011
N 0.286053 1.935566 0.004964 0.680 -1.069 0.440 0.124
C 0.984527 0.808327 0.039520 -1.396 -0.056 -0.008 -0.296
F 2.294957 0.795054 -0.017206 -0.038 0.345 0.061 0.136
H -0.235881 -2.307739 -0.265973 -2.080 -2.301 -0.473 0.091
H -1.850702 -0.592170 -0.097414 -2.215 0.304 0.057 0.119
H -1.801903 2.062465 0.225214 0.364 0.808 -0.228 0.153
```
Positions in Å, forces in eV/Å.

=====

4.
The following is a quantum chemistry calculation of a structure of composition C4H3FN2S, from OMol25.

Values from the calculation:
Kohn-Sham gap ... 8.544 eV
Electronic energy ... -761.71725 hartree
Energy above the lowest of the compared OMol25 structures with the same formula, charge and spin ... 2.063 eV

XYZ file:
```
11
Properties=species:S:1:pos:R:3:forces:R:3:lowdin_charge:R:1
C 1.214825 -0.612533 -0.064284 1.622 -0.656 -2.267 -0.389
C 0.112814 0.145586 -0.321780 1.989 -1.449 1.776 -0.320
C -1.318737 1.482801 -0.857749 -5.280 3.901 -1.106 -0.280
C -0.989537 0.071666 0.617883 -4.114 0.147 -1.274 -0.296
H 2.790530 -1.880576 1.239453 -1.259 0.179 -0.491 -0.085
H 2.091674 -0.769976 -0.785037 -1.444 1.172 0.823 0.099
H -1.852348 2.343619 -1.401717 0.601 -1.417 1.027 0.139
N -0.206096 1.141702 -1.273063 3.787 -2.101 0.047 0.115
N -1.986099 0.848862 0.197371 2.648 -1.158 1.308 0.164
F -1.254649 -0.924406 1.490024 0.820 1.237 -0.528 0.058
S 1.397623 -1.846744 1.158899 0.631 0.145 0.685 0.795
```
Positions in Å, forces in eV/Å.

=====

5.
The following is a quantum chemistry calculation of the molecule C4H3FO, from OMol25.

Values from the calculation:
Kohn-Sham gap (alpha / beta) ... 7.168 / 9.054 eV
Electronic energy ... -329.13963 hartree
Energy above the lowest of the compared OMol25 structures with the same formula, charge and spin ... 3.981 eV

XYZ file:
```
9
Properties=species:S:1:pos:R:3:forces:R:3:lowdin_charge:R:1
C -0.510138 -0.764859 0.092166 -0.602 -1.200 -0.080 -0.187
C -1.542066 0.054369 -0.017424 0.022 0.978 1.218 -0.089
C 0.709727 1.345395 0.135877 -1.251 1.422 0.281 -0.110
C 0.824168 -0.119689 0.118984 0.099 -0.363 -2.014 -0.188
O 1.240416 2.375224 0.008911 -0.307 -1.477 0.397 0.187
F -2.842779 -0.288179 0.072641 0.974 0.049 -0.629 0.000
H -0.567449 -1.856424 -0.109503 -0.012 0.661 0.608 0.119
H 1.621524 -0.623056 0.656092 0.149 0.331 0.345 0.130
H 1.066593 -0.122778 -0.957746 0.929 -0.400 -0.126 0.139
```
Positions in Å, forces in eV/Å.

=====

6.
The following is a quantum chemistry calculation of the molecule C4H3FO2, from OMol25.

Values from the calculation:
Kohn-Sham gap ... 9.241 eV
Electronic energy ... -404.45595 hartree
Energy above the lowest of the compared OMol25 structures with the same formula, charge and spin ... 1.902 eV
SMILES string ... Oc1cocc1F

XYZ file:
```
10
Properties=species:S:1:pos:R:3:forces:R:3:lowdin_charge:R:1
O -0.456944 1.925378 -0.152048 2.921 3.786 3.309 0.035
C -0.126177 0.670727 0.133425 0.244 0.007 -1.905 -0.333
C 1.175765 0.215434 -0.014810 -0.899 -0.655 0.998 -0.025
O 1.025410 -1.168798 0.005150 1.977 1.540 -0.377 -0.007
C -0.254969 -1.404375 -0.036265 -2.279 -5.703 -0.775 -0.121
C -1.123940 -0.376772 0.087630 6.094 -0.410 -0.020 -0.243
F -2.389736 -0.386321 -0.008362 -2.654 0.454 -0.045 0.170
H 0.348574 2.361191 0.420854 -3.244 -0.300 -2.422 0.199
H 2.207145 0.682049 -0.107548 -1.822 -0.812 0.265 0.152
H -0.405125 -2.518513 -0.328030 -0.339 2.093 0.969 0.173
```
Positions in Å, forces in eV/Å.

=====

7.
The following is a quantum chemistry calculation of a structure of composition C4H3HoLi2O2, from OMol25.

Values from the calculation:
Kohn-Sham gap (alpha / beta) ... 6.132 / 4.487 eV
Electronic energy ... -1267.37846 hartree
Charge ... +1
Energy above the lowest of the compared OMol25 structures with the same formula, charge and spin ... 0.000 eV
Spin multiplicity ... 6

XYZ file:
```
12
Properties=species:S:1:pos:R:3:forces:R:3:lowdin_charge:R:1
C -1.051853 0.394324 -0.518698 2.904 0.738 0.506 -0.599
O -1.711393 0.663795 0.564891 -0.902 -0.232 1.069 -0.452
Ho 1.399515 1.223788 -0.682397 -0.785 -3.201 -0.885 1.467
Li -3.378329 -0.017544 0.855500 0.182 0.092 -0.111 0.813
H -0.824103 -0.860542 -2.100521 -0.705 -0.295 -0.552 0.101
C -1.275924 -0.925937 -1.107867 -0.118 -0.121 -0.914 -0.322
C -0.324622 -1.937041 -0.404157 -0.280 1.713 0.846 -0.026
C 1.019898 -2.033689 -0.561732 1.755 0.644 -0.522 -0.414
O 1.946843 -1.339278 -1.330717 -2.561 1.863 1.862 -0.381
Li -0.260222 -0.067288 1.787965 -0.236 -0.260 -0.769 0.602
H -2.405343 -1.055038 -1.134714 1.168 -0.785 -0.120 0.113
H 1.539676 -2.786005 0.056194 -0.421 -0.156 -0.410 0.098
```
Positions in Å, forces in eV/Å.

=====

8.
The following is a quantum chemistry calculation of the molecule C4H3I, from OMol25.

Values from the calculation:
Kohn-Sham gap ... 8.252 eV
Electronic energy ... -451.70247 hartree
Energy above the lowest of the compared OMol25 structures with the same formula, charge and spin ... 3.048 eV

XYZ file:
```
8
Properties=species:S:1:pos:R:3:forces:R:3:lowdin_charge:R:1
C -0.824468 -1.052822 -1.471122 -1.133 3.240 0.403 0.106
C -1.378768 0.443195 -1.426699 0.242 -1.561 -0.723 -0.815
C 0.088644 -0.546386 -0.328512 1.406 0.274 -0.487 -0.254
C -0.714414 0.795459 -0.308401 -0.122 -0.702 0.568 -0.119
I -2.958458 1.444691 -2.419272 0.585 -0.442 0.304 0.737
H -0.154656 -1.151004 0.550034 0.768 -0.197 0.074 0.082
H 1.228405 -0.594449 -0.657456 -2.333 0.357 1.052 0.141
H -0.951558 1.567956 0.494450 0.588 -0.970 -1.192 0.122
```
Positions in Å, forces in eV/Å.

=====

9.
The following is a quantum chemistry calculation of a structure of composition C4H3I3, from OMol25.

Values from the calculation:
Kohn-Sham gap ... 7.971 eV
Electronic energy ... -1047.21805 hartree
Energy above the lowest of the compared OMol25 structures with the same formula, charge and spin ... 0.000 eV

XYZ file:
```
10
Properties=species:S:1:pos:R:3:forces:R:3:lowdin_charge:R:1
C 0.225918 0.213008 0.479205 -0.310 -1.127 0.467 0.014
C 0.712511 -0.627283 -0.444816 -0.695 -0.759 0.110 -0.301
C 0.527935 -2.071282 -0.562670 0.873 -2.525 -3.192 -0.898
C 1.038711 -2.784275 -1.697787 -0.758 1.640 2.472 -1.307
I -0.423175 -3.258536 0.856781 0.026 0.376 0.290 0.854
I 1.504678 -4.841867 -1.813067 -0.416 0.647 0.120 0.724
I 1.641545 -1.759605 -3.449207 -0.056 -0.198 0.305 0.808
H 0.718647 1.155701 0.615615 -0.336 0.601 -0.241 0.051
H -0.579517 -0.073665 1.217418 1.236 0.143 -0.859 0.065
H 1.356580 -0.405904 -1.283546 0.435 1.203 0.528 -0.009
```
Positions in Å, forces in eV/Å.

=====

10.
The following is a quantum chemistry calculation of the ion C4H3IN5 with charge +1, from OMol25.

Values from the calculation:
Kohn-Sham gap ... 8.049 eV
Electronic energy ... -725.19738 hartree
Charge ... +1

XYZ file:
```
13
Properties=species:S:1:pos:R:3:forces:R:3:lowdin_charge:R:1
C 1.748364 0.237137 -0.830467 0.183 -0.999 -0.911 -0.068
C 1.124520 -1.786615 0.310723 -2.121 -1.820 1.760 -0.151
C 0.971374 1.211636 -0.226452 -0.772 0.696 0.892 0.062
C -2.141956 -0.727340 0.001860 3.073 -1.404 0.067 -0.583
N 1.671510 -1.013002 -0.559573 1.917 0.574 -0.502 0.119
N -0.153305 -1.963996 0.542319 1.324 -1.936 1.314 0.079
N 0.006346 1.746835 0.201640 1.418 0.710 -0.989 -0.072
N -0.989962 2.228282 0.656489 -1.575 -1.276 1.234 0.128
N -1.090840 -1.269484 0.099165 -5.256 3.573 -1.224 -0.022
I -3.843632 0.293825 -0.176159 0.290 -0.350 -0.041 1.092
H 2.449984 0.441483 -1.641348 -0.358 0.633 0.093 0.140
H 1.587860 -2.575660 0.963294 0.846 1.199 -1.044 0.164
H -1.340265 3.176904 0.658504 1.029 0.401 -0.648 0.112
```
Positions in Å, forces in eV/Å.